Molecular formula: C42H66ClF22NO17Si2
Method: DFT, ωB97M-V with the def2-TZVPD basis set

Values from the calculation:
- Gap between HOMO and LUMO: 9.8 eV
- LUMO level: 0.16 eV

Element x y z (Å)
C 8.5374 0.0544 -2.5146
O 7.7187 1.2641 -2.7107
C 6.2650 0.9479 -2.5215
C 5.7609 0.2577 -3.9206
C 4.1327 0.1012 -4.0677
C 3.3140 0.0937 -2.6376
Si 1.3992 -0.2466 -2.8749
C 0.5324 0.8040 -1.4781
C -0.8208 0.1137 -0.8668
C -2.2301 0.6328 -1.5244
Cl -2.3603 2.5019 -1.6628
C 0.9878 0.3808 -4.6681
C -0.5832 0.7978 -4.8902
C -0.5784 1.9455 -6.1068
F -1.4220 -0.3212 -5.4151
O 0.9437 -1.9226 -2.6253
Si 2.2296 -3.0444 -3.0363
C 1.7322 -4.9225 -2.7457
C 1.8639 -5.8417 -4.0968
C 1.5841 -5.0525 -5.5063
N 0.2944 -4.3229 -5.8685
O 2.5603 -5.0408 -6.4356
H 8.3592 -0.4403 -1.4597
H 9.6984 0.2829 -2.6018
H 8.2945 -0.7616 -3.3226
H 6.2106 0.2210 -1.6015
H 5.6495 1.9301 -2.2459
H 6.1034 0.9866 -4.7946
H 6.2503 -0.7855 -4.1549
H 3.7714 1.0336 -4.7198
H 3.9117 -0.8584 -4.7132
H 3.3628 1.2168 -2.2364
H 3.7994 -0.5624 -1.7991
H 1.3376 0.8598 -0.5987
H 0.4040 1.8944 -1.8812
H -0.7685 -1.0763 -0.8492
H -0.8607 0.4244 0.2849
H -3.1540 0.3150 -0.8387
H -2.3996 0.1866 -2.5999
H 1.3148 -0.4529 -5.4259
H 1.6222 1.3753 -4.8449
H -1.0415 1.3366 -3.9529
H -1.6534 2.3385 -6.3621
H 0.0405 2.8580 -5.6540
H 0.0326 1.5860 -7.0570
H 3.3171 -2.7996 -2.0540
H 2.8392 -2.8305 -4.3493
H 0.6193 -5.0007 -2.3223
H 2.4268 -5.4398 -1.9241
H 1.1144 -6.7617 -3.9696
H 2.9412 -6.3429 -4.1829
H -0.2247 -4.8221 -6.6239
H 0.5703 -3.3904 -6.2844
C 9.5287 -0.7877 -7.2865
C 9.6064 0.6668 -7.7133
O 8.7881 0.9009 -8.8694
C 7.4473 1.0680 -8.6341
O 6.9384 1.0230 -7.5171
C 6.7036 1.3557 -9.9363
F 7.0708 0.5196 -10.9498
F 6.9298 2.6227 -10.3886
F 5.3514 1.2311 -9.8166
H 9.7849 -1.4477 -8.1217
H 10.2122 -0.9848 -6.4560
H 8.5152 -1.0541 -6.9707
H 10.6358 0.9090 -7.9979
H 9.3311 1.3438 -6.8965
C -1.7450 3.6458 5.3622
C -0.4072 2.9875 5.6466
O -0.1466 1.9387 4.7017
C 0.3366 2.3347 3.4807
O 0.5433 3.5061 3.1745
C 0.6147 1.1239 2.5929
F -0.4011 0.2133 2.6086
F 1.7354 0.4491 2.9797
F 0.8036 1.4548 1.2840
H -2.5439 2.8974 5.3360
H -1.9811 4.3901 6.1276
H -1.7427 4.1420 4.3867
H -0.4324 2.5233 6.6381
H 0.4100 3.7179 5.6545
C -5.6210 0.8412 -3.5705
C -6.2962 2.1635 -3.8857
O -7.6540 2.1638 -3.4196
C -7.8321 2.4200 -2.0840
O -6.9111 2.6371 -1.3008
C -9.3179 2.4383 -1.7324
F -10.0014 1.3892 -2.2741
F -9.9386 3.5675 -2.1802
F -9.5486 2.3852 -0.3899
H -6.2028 0.0064 -3.9749
H -4.6136 0.8098 -3.9948
H -5.5462 0.6822 -2.4903
H -6.3324 2.3053 -4.9709
H -5.7404 3.0115 -3.4692
C 1.0118 -2.6160 2.3803
C 2.1265 -3.6446 2.4380
O 1.5888 -4.9683 2.5776
C 1.1373 -5.5595 1.4253
O 1.1701 -5.0202 0.3222
C 0.6387 -6.9752 1.7057
F -0.1598 -7.0446 2.8097
F 1.6643 -7.8480 1.9236
F -0.0916 -7.4962 0.6794
H 0.3549 -2.7117 3.2511
H 1.4209 -1.6023 2.3543
H 0.3864 -2.7591 1.4937
H 2.7487 -3.4593 3.3199
H 2.7827 -3.5801 1.5624
C 5.8316 2.0457 7.0402
C 5.1564 3.3680 6.7251
O 3.7986 3.3683 7.1912
C 3.6205 3.6245 8.5268
O 4.5415 3.8416 9.3100
C 2.1346 3.6428 8.8784
F 1.4511 2.5936 8.3367
F 1.5140 4.7720 8.4306
F 1.9040 3.5896 10.2209
H 5.2497 1.2109 6.6359
H 6.8390 2.0143 6.6160
H 5.9064 1.8867 8.1204
H 5.1202 3.5098 5.6399
H 5.7122 4.2159 7.1416
C -8.3062 2.6807 3.1618
C -6.8549 2.2937 3.3806
O -6.2565 3.1188 4.3915
C -6.5200 2.7661 5.6904
O -7.2236 1.8114 6.0103
C -5.7876 3.6917 6.6592
F -5.9060 5.0085 6.3225
F -4.4494 3.4311 6.7073
F -6.2408 3.5884 7.9406
H -8.3893 3.7486 2.9343
H -8.7400 2.1077 2.3377
H -8.9040 2.5002 4.0606
H -6.2896 2.4609 2.4577
H -6.7524 1.2319 3.6323
C -8.0297 -1.4992 6.7318
C -7.0994 -2.6905 6.8696
O -7.5061 -3.7556 5.9972
C -7.1221 -3.6396 4.6857
O -6.4725 -2.6950 4.2446
C -7.5756 -4.8561 3.8819
F -8.8701 -5.2039 4.1359
F -6.8248 -5.9619 4.1549
F -7.4943 -4.6651 2.5346
H -9.0691 -1.8020 6.8966
H -7.7692 -0.7188 7.4521
H -7.9794 -1.0717 5.7257
H -7.1528 -3.0789 7.8921
H -6.0553 -2.4124 6.6857

Here are the Löwdin charges for atoms 1 to 99, given in e:
1. C -0.14
2. O -0.27
3. C -0.20
4. C -0.17
5. C -0.25
6. C -0.28
7. Si 0.51
8. C -0.26
9. C -0.27
10. C -0.53
11. Cl 0.44
12. C -0.20
13. C -0.31
14. C -0.09
15. F -0.12
16. O -0.40
17. Si 0.59
18. C -0.31
19. C -0.19
20. C -0.34
21. N 0.05
22. O -0.07
23. H 0.10
24. H 0.11
25. H 0.08
26. H 0.12
27. H 0.14
28. H 0.12
29. H 0.11
30. H 0.11
31. H 0.09
32. H 0.10
33. H 0.07
34. H 0.08
35. H 0.08
36. H 0.12
37. H 0.09
38. H 0.10
39. H 0.07
40. H 0.11
41. H 0.10
42. H 0.10
43. H 0.08
44. H 0.09
45. H 0.10
46. H -0.02
47. H -0.02
48. H 0.10
49. H 0.09
50. H 0.13
51. H 0.13
52. H 0.09
53. H 0.09
54. C -0.06
55. C -0.21
56. O 0.01
57. C -0.32
58. O 0.13
59. C -0.47
60. F 0.14
61. F 0.14
62. F 0.14
63. H 0.08
64. H 0.08
65. H 0.07
66. H 0.13
67. H 0.13
68. C -0.06
69. C -0.21
70. O 0.02
71. C -0.32
72. O 0.15
73. C -0.46
74. F 0.13
75. F 0.13
76. F 0.10
77. H 0.07
78. H 0.09
79. H 0.08
80. H 0.12
81. H 0.12
82. C -0.06
83. C -0.20
84. O 0.01
85. C -0.32
86. O 0.14
87. C -0.47
88. F 0.14
89. F 0.14
90. F 0.13
91. H 0.09
92. H 0.07
93. H 0.07
94. H 0.13
95. H 0.12
96. C -0.06
97. C -0.20
98. O 0.02
99. C -0.31


Molecular formula: C42H68Cl2IrN3OSi4Te
Method: DFT, ωB97M-V with the def2-TZVPD basis set

Values from the calculation:
- Gap between HOMO and LUMO (spin up / spin down): 4.3 / 5.8 eV
- LUMO level (spin up / spin down): 4.25 / 4.25 eV
- Net charge: -2
- 2S+1: 5
- Expectation value of S²: 6.037

Element x y z (Å)
Ir -0.2850 0.7671 -0.5834
C 1.9258 -1.0805 0.8092
N 1.4265 0.2819 0.9597
C 2.5097 1.2291 0.7359
C 0.8580 0.4722 2.3001
C -0.1762 1.5581 2.3223
C -0.3355 2.4137 3.4033
C -1.4445 3.2496 3.4682
C -2.4121 3.1591 2.4723
C -2.2096 2.3226 1.3799
C -1.0520 1.5595 1.2505
H 2.6834 -1.3205 1.5723
H 2.3777 -1.1886 -0.1750
H 1.0960 -1.7864 0.8849
H 3.3630 1.0280 1.4031
H 2.1543 2.2434 0.9230
H 2.8439 1.1557 -0.2962
H 1.6436 0.6502 3.0522
H 0.3528 -0.4617 2.5707
H 0.3963 2.4211 4.2056
H -1.5631 3.9454 4.2908
H -3.3116 3.7612 2.5358
H -2.9730 2.2598 0.6154
O -1.4375 -1.7929 -2.6980
H -0.4979 -1.8661 -2.9011
H -1.6108 -0.8308 -2.6876
C 5.1097 -1.5461 -4.6597
C 3.9567 -1.5301 -3.6879
C 3.4668 -2.7098 -3.1323
C 2.3903 -2.6651 -2.2393
C 1.8407 -3.9292 -1.6335
C 1.8544 -1.4464 -1.8977
C 2.3375 -0.2000 -2.4007
C 3.4001 -0.3148 -3.3440
N 1.7718 0.9439 -1.9497
C 2.1690 2.2257 -2.5173
C 1.3803 3.3295 -1.7964
C 1.6752 4.7123 -2.3783
C 3.1621 5.0320 -2.2149
C 3.9724 3.9495 -2.9298
C 3.6201 3.9396 -4.4180
C 2.1243 3.6664 -4.5914
C 1.3100 4.7372 -3.8638
C 1.7823 2.2969 -4.0123
C 3.6627 2.5866 -2.3090
H 5.4807 -2.5580 -4.8215
H 5.9352 -0.9347 -4.2850
H 4.8116 -1.1297 -5.6228
H 3.8991 -3.6633 -3.4089
H 2.1576 -4.8042 -2.2023
H 0.7509 -3.9056 -1.5931
H 2.2016 -4.0445 -0.6090
H 1.0153 -1.4035 -1.2094
H 3.8108 0.5481 -3.8432
H 1.6239 3.3168 -0.7293
H 0.3205 3.1062 -1.8918
H 1.0734 5.4545 -1.8433
H 3.4249 5.0589 -1.1515
H 3.3897 6.0175 -2.6366
H 5.0421 4.1554 -2.8120
H 4.2022 3.1655 -4.9304
H 3.8821 4.9008 -4.8729
H 1.8741 3.6819 -5.6575
H 0.2413 4.5375 -3.9851
H 1.5181 5.7258 -4.2887
H 2.2806 1.5126 -4.5837
H 0.7056 2.1126 -4.0890
H 3.8576 2.6301 -1.2327
H 4.3337 1.8367 -2.7226
Cl -1.4364 0.7864 -5.0138
C -1.7992 2.3207 -4.2843
C -2.1039 3.3462 -5.1510
C -2.3346 4.6338 -4.6858
C -2.2499 4.8588 -3.3193
C -1.9744 3.8267 -2.4526
Cl -1.9016 4.2263 -0.7648
C -1.7211 2.4526 -2.8471
N -1.4593 1.4605 -2.0201
H -2.1552 3.1303 -6.2100
H -2.5548 5.4391 -5.3731
H -2.3899 5.8535 -2.9153
C -4.3280 0.1459 3.4235
Si -3.0461 -1.0197 4.1884
C -3.9726 -2.0091 5.5341
C -1.8327 0.1301 5.0934
Si -2.0513 -2.4620 2.6220
Te -1.6421 -1.6894 0.3056
Si -0.3572 -3.5738 3.8492
C 1.0471 -2.5309 4.6121
C 0.5418 -4.8923 2.8139
C -1.0450 -4.5430 5.3465
Si -3.6149 -4.1765 2.1445
C -4.2256 -5.3953 3.4852
C -2.9549 -5.3033 0.7643
C -5.1895 -3.3803 1.4378
H -4.8049 0.7814 4.1740
H -5.1100 -0.4117 2.9020
H -3.8421 0.7958 2.6911
H -4.4669 -1.3659 6.2667
H -3.2933 -2.6703 6.0761
H -4.7370 -2.6410 5.0741
H -2.3387 0.7533 5.8348
H -1.3552 0.7995 4.3724
H -1.0439 -0.4263 5.6054
H 1.5209 -1.8957 3.8610
H 1.8230 -3.1649 5.0476
H 0.6690 -1.8752 5.4000
H 0.8837 -4.4693 1.8673
H -0.1302 -5.7195 2.5707
H 1.4110 -5.3040 3.3320
H -1.3952 -3.8706 6.1329
H -0.2936 -5.2042 5.7854
H -1.8956 -5.1568 5.0448
H -3.4078 -6.0260 3.8408
H -5.0047 -6.0543 3.0951
H -4.6340 -4.8676 4.3509
H -2.0850 -5.8772 1.0951
H -2.6369 -4.6868 -0.0790
H -3.7089 -6.0085 0.4054
H -5.7809 -2.8872 2.2146
H -5.8306 -4.1071 0.9332
H -4.9023 -2.6212 0.7063

Here are the Löwdin charges for atoms 1 to 99, given in e:
1. Ir 1.08
2. C -0.15
3. N -0.34
4. C -0.11
5. C -0.20
6. C -0.30
7. C -0.12
8. C -0.13
9. C -0.14
10. C -0.26
11. C -0.32
12. H 0.10
13. H 0.05
14. H 0.00
15. H 0.09
16. H 0.08
17. H 0.05
18. H 0.13
19. H 0.07
20. H 0.10
21. H 0.08
22. H 0.09
23. H 0.06
24. O -0.22
25. H 0.00
26. H -0.05
27. C -0.07
28. C -0.30
29. C -0.06
30. C -0.29
31. C -0.04
32. C -0.11
33. C -0.28
34. C -0.02
35. N -0.04
36. C -0.45
37. C -0.12
38. C -0.28
39. C -0.13
40. C -0.30
41. C -0.13
42. C -0.28
43. C -0.11
44. C -0.07
45. C -0.08
46. H 0.06
47. H 0.07
48. H 0.07
49. H 0.09
50. H 0.07
51. H 0.07
52. H 0.07
53. H 0.02
54. H 0.08
55. H 0.10
56. H 0.04
57. H 0.13
58. H 0.12
59. H 0.11
60. H 0.13
61. H 0.11
62. H 0.11
63. H 0.13
64. H 0.09
65. H 0.12
66. H 0.11
67. H 0.08
68. H 0.11
69. H 0.10
70. Cl 0.69
71. C -0.62
72. C -0.17
73. C -0.14
74. C -0.17
75. C -0.59
76. Cl 0.77
77. C -0.49
78. N -0.13
79. H 0.09
80. H 0.08
81. H 0.09
82. C -0.21
83. Si 0.36
84. C -0.22
85. C -0.20
86. Si -0.02
87. Te 0.62
88. Si 0.36
89. C -0.22
90. C -0.22
91. C -0.22
92. Si 0.32
93. C -0.23
94. C -0.24
95. C -0.24
96. H 0.03
97. H 0.01
98. H 0.00
99. H 0.02


Molecular formula: C42H68F5N4O10PS
Method: DFT, ωB97M-V with the def2-TZVPD basis set

Values from the calculation:
- Gap between HOMO and LUMO: 6.8 eV
- LUMO level: -1.75 eV
- Structure (SMILES): CCOc1ccc2c(c1CCCNCc1ccccc1O)C(=O)C([PH2]=S)=C(C(F)(F)C(F)(F)F)C2=O.COCCNCCOC.COCCNCCOC.COCCNCCOC

Element x y z (Å)
C -4.7304 4.3926 -1.1833
C -4.3722 3.1477 -2.0819
O -2.9614 2.8438 -1.9297
C -2.1629 3.6208 -2.7483
C -1.6630 4.9077 -2.2408
C -0.7822 5.7823 -3.0019
C -0.3793 5.3674 -4.3405
C -0.8710 4.0867 -4.9082
C -1.7574 3.2284 -4.1109
C -2.2859 1.8623 -4.6350
C -1.1227 0.7613 -4.5368
C -1.6466 -0.5702 -3.8581
N -0.5376 -1.5434 -3.7000
C -0.3816 -1.9883 -2.2947
C 0.6113 -1.0305 -1.5656
C 0.3087 0.3901 -1.2876
C 1.2366 1.2675 -0.5929
C 2.5484 0.7631 -0.1544
C 2.8715 -0.6332 -0.4497
C 1.9155 -1.5178 -1.1266
O 2.3410 -2.8523 -1.3393
C -0.3902 3.7418 -6.3245
O -0.3680 2.6149 -6.7638
C 0.1457 4.8880 -7.2641
P 0.1134 4.4451 -9.1004
S 1.8410 3.7667 -9.7352
C 0.6094 6.0787 -6.7612
C 1.1543 7.2053 -7.7029
F 1.6966 8.2706 -7.0020
F 2.2298 6.6517 -8.3848
C 0.0733 7.8371 -8.6917
F -1.1864 7.3467 -8.5441
F -0.0217 9.1882 -8.4322
F 0.5532 7.7475 -9.9665
C 0.6020 6.2335 -5.1982
O 1.3416 6.9698 -4.5937
H -4.1225 4.4506 -0.2456
H -5.8221 4.3307 -0.9015
H -4.6059 5.3567 -1.7406
H -4.6293 3.2805 -3.1623
H -4.9210 2.2669 -1.6429
H -1.9670 5.2440 -1.2168
H -0.3658 6.7448 -2.6272
H -2.5989 1.8887 -5.7157
H -3.1914 1.5672 -4.0404
H -0.7972 0.5116 -5.5832
H -0.2559 1.1648 -3.9432
H -2.1455 -0.3362 -2.8699
H -2.4447 -1.0775 -4.4741
H -0.7338 -2.3653 -4.2766
H 0.0790 -3.0158 -2.3071
H -1.3483 -2.0799 -1.7277
H -0.6652 0.8007 -1.6351
H 1.0057 2.3312 -0.3619
H 3.2716 1.4334 0.3579
H 3.8687 -1.0351 -0.1562
H 2.8748 -2.8067 -2.1526
H -0.7975 3.3444 -9.2284
H -0.4166 5.4908 -9.9005
C 3.9160 0.5269 3.8265
O 4.6403 1.3461 2.9238
C 5.5111 2.2828 3.5502
C 6.9704 1.8870 3.3587
N 7.3046 0.6936 4.1343
C 8.5814 0.0786 3.7710
C 8.7683 -0.4088 2.3291
O 7.9741 -1.5337 1.9805
C 6.6335 -1.2320 1.6291
H 3.1345 0.0197 3.2616
H 4.5598 -0.2377 4.2681
H 3.4440 1.1175 4.6169
H 5.2701 2.4260 4.6085
H 5.3497 3.2400 3.0447
H 7.6131 2.7141 3.6758
H 7.1241 1.7258 2.2859
H 6.5728 0.0062 4.0087
H 8.7056 -0.7848 4.4309
H 9.3868 0.7799 4.0161
H 9.8048 -0.7477 2.2399
H 8.6531 0.3919 1.5902
H 6.5448 -0.2748 1.1089
H 5.9958 -1.2498 2.5149
H 6.2770 -2.0196 0.9618
C -1.7363 -4.3026 4.6606
O -1.6295 -3.5448 5.8536
C -1.1693 -4.2962 6.9760
C 0.2558 -3.8982 7.3419
N 1.2016 -4.3562 6.3270
C 2.5355 -3.7645 6.4231
C 2.6564 -2.2402 6.3128
O 2.3580 -1.7238 5.0237
C 0.9727 -1.5680 4.7594
H -2.2965 -3.7120 3.9356
H -0.7501 -4.5080 4.2345
H -2.2713 -5.2416 4.8306
H -1.2560 -5.3756 6.8158
H -1.8234 -4.0361 7.8136
H 0.5199 -4.3374 8.3088
H 0.2716 -2.8077 7.4464
H 0.8263 -4.1394 5.4131
H 3.1244 -4.2049 5.6136
H 2.9982 -4.0908 7.3610
H 3.7065 -1.9901 6.4937
H 2.0881 -1.7083 7.0838
H 0.4087 -1.2799 5.6496
H 0.5654 -2.4818 4.3234
H 0.8607 -0.7797 4.0118
C -7.8988 -4.8425 -0.5311
O -7.7909 -4.0854 0.6618
C -7.3260 -4.8354 1.7816
C -5.9024 -4.4398 2.1575
N -4.9397 -4.8916 1.1538
C -3.6103 -4.2942 1.2846
C -3.4890 -2.7681 1.1894
O -3.7486 -2.2361 -0.1029
C -5.1217 -2.0749 -0.4165
H -8.4668 -4.2534 -1.2522
H -6.9145 -5.0450 -0.9629
H -8.4288 -5.7836 -0.3597
H -7.4114 -5.9144 1.6185
H -7.9818 -4.5772 2.6184
H -5.6490 -4.8845 3.1248
H -5.8872 -3.3499 2.2671
H -5.2989 -4.6718 0.2340
H -2.9994 -4.7265 0.4868
H -3.1718 -4.6275 2.2300
H -2.4444 -2.5182 1.4004
H -4.0788 -2.2451 1.9505
H -5.7184 -1.7982 0.4559
H -5.5138 -2.9823 -0.8796
H -5.2048 -1.2758 -1.1564

Here are the Löwdin charges for atoms 1 to 99, given in e:
1. C -0.08
2. C -0.21
3. O -0.12
4. C -0.21
5. C 0.03
6. C 0.01
7. C -0.05
8. C 0.00
9. C -0.05
10. C -0.12
11. C -0.15
12. C -0.23
13. N -0.07
14. C -0.17
15. C -0.10
16. C -0.03
17. C -0.08
18. C -0.07
19. C -0.01
20. C -0.24
21. O -0.02
22. C -0.29
23. O 0.07
24. C -0.19
25. P 0.42
26. S 0.13
27. C 0.00
28. C -0.31
29. F 0.10
30. F 0.06
31. C -0.46
32. F 0.13
33. F 0.12
34. F 0.13
35. C -0.25
36. O 0.13
37. H 0.08
38. H 0.08
39. H 0.07
40. H 0.13
41. H 0.13
42. H 0.12
43. H 0.12
44. H 0.12
45. H 0.10
46. H 0.11
47. H 0.11
48. H 0.11
49. H 0.12
50. H 0.10
51. H 0.12
52. H 0.11
53. H 0.09
54. H 0.09
55. H 0.09
56. H 0.10
57. H 0.11
58. H 0.00
59. H -0.02
60. C -0.11
61. O -0.20
62. C -0.21
63. C -0.21
64. N -0.05
65. C -0.20
66. C -0.22
67. O -0.18
68. C -0.10
69. H 0.08
70. H 0.07
71. H 0.09
72. H 0.12
73. H 0.12
74. H 0.12
75. H 0.10
76. H 0.06
77. H 0.12
78. H 0.12
79. H 0.12
80. H 0.11
81. H 0.09
82. H 0.07
83. H 0.09
84. C -0.11
85. O -0.19
86. C -0.21
87. C -0.21
88. N -0.05
89. C -0.19
90. C -0.22
91. O -0.20
92. C -0.09
93. H 0.07
94. H 0.08
95. H 0.09
96. H 0.12
97. H 0.12
98. H 0.12
99. H 0.10